Record 1
One molecule with the formula C9H14 in a non-equilibrium geometry. Source: the Open Molecules 2025 dataset; level of theory: ωB97M-V with the def2-TZVPD basis set.

The energy is -9553.3904 eV. The value obtained for the HOMO-LUMO gap is 8.16 eV.

Positions of all 23 atoms, in Å:
C1 -1.122 -1.725 -0.064
H1 1.353 2.348 -0.641
H2 0.045 -2.024 -2.636
H3 1.427 -0.902 0.715
H4 0.173 2.188 2.643
H5 -0.038 2.964 1.017
C2 0.668 0.845 0.910
H6 0.005 -0.239 -2.926
H7 -1.100 -1.296 1.032
H8 1.989 0.676 -0.898
H9 -0.440 -2.527 -0.163
C3 -1.504 0.532 -0.758
C4 -0.115 0.570 -0.490
C5 1.250 1.264 -0.398
C6 -0.444 -1.036 -2.422
H10 -2.065 -2.010 -0.268
H11 1.847 -0.241 2.355
H12 -1.426 -1.104 -2.855
C7 -0.633 -0.729 -0.979
C8 1.077 -0.431 1.580
H13 0.271 -0.896 2.152
H14 -1.181 1.838 1.516
C9 -0.036 1.937 1.578


Record 2
C58H48FGeN2P3Pt as an isolated structure. Source: the Open Molecules 2025 dataset; level of theory: ωB97M-V with the def2-TZVPD basis set.

The energy is -154238.1550 eV. As for the spin multiplicity: 3. As for the charge: +2. The value obtained for the HOMO-LUMO gap (alpha / beta) is 5.11 / 5.69 eV.

Positions of all 114 atoms, in Å:
P1 -1.271 -1.980 -1.275
C1 4.595 3.053 1.490
H1 3.131 -4.595 -2.370
H2 0.605 -6.443 1.985
C2 0.253 -0.722 3.163
H3 1.495 6.632 0.604
H4 1.957 -2.423 -2.433
C3 -2.047 -3.610 -3.283
C4 -1.507 2.374 -2.744
C5 -2.307 3.323 -5.236
H5 1.237 3.142 -1.870
H6 -0.555 5.937 1.804
C6 3.894 0.763 -5.263
P2 -1.160 1.884 -1.034
H7 -2.337 4.216 -1.988
C7 4.674 -3.068 0.231
H8 4.887 4.148 -0.334
C8 -3.460 -2.887 0.269
C9 -0.154 5.318 1.008
C10 -0.306 3.352 -0.381
C11 -5.690 -2.033 -0.029
H9 -3.985 2.251 -1.974
H10 -6.747 -2.065 0.213
F1 0.038 0.184 -5.846
H11 1.394 -2.411 3.746
C12 -0.736 -1.707 -4.066
H12 -4.108 1.296 2.874
H13 5.794 0.636 -4.255
P3 2.218 0.014 -1.060
C13 0.015 -3.013 2.214
C14 -2.145 3.617 -2.870
Pt1 -0.070 -0.109 -0.508
H14 2.388 5.232 -1.234
H15 -3.511 -0.406 -2.057
C15 -4.810 -2.905 0.599
C16 2.744 0.305 -2.767
N1 0.190 0.171 4.178
H16 5.164 3.754 2.093
H17 0.644 -2.698 1.380
H18 0.158 2.337 4.281
H19 -5.915 -0.468 -1.482
C17 0.461 -5.449 1.569
H20 -1.437 -3.883 -6.591
H21 -2.625 3.672 -6.213
H22 1.902 0.750 -6.017
C18 -5.222 -1.135 -0.980
C19 -3.991 2.058 -0.911
H23 -2.786 -3.603 0.726
H24 -6.212 1.754 1.638
H25 -1.399 1.566 -6.031
C20 4.348 -4.064 -0.679
C21 2.517 0.658 -5.133
C22 0.275 1.281 2.326
C23 -1.193 1.635 -3.886
C24 -2.796 1.843 -0.218
H26 -1.956 1.346 1.706
H27 3.612 2.566 -1.710
C25 -2.086 -4.137 -4.559
C26 -3.871 -1.093 -1.296
C27 0.995 5.708 0.333
H28 -1.022 -2.779 1.940
C28 -2.986 -1.971 -0.674
H29 4.336 -1.058 0.873
H30 -5.179 -3.621 1.327
C29 -1.429 -3.474 -5.587
C30 4.027 -1.835 0.189
H31 -0.277 -2.445 4.273
H32 -1.726 3.868 1.159
C31 4.440 3.273 0.129
C32 -2.861 1.547 1.147
C33 4.714 0.592 -4.158
H33 5.459 -3.237 0.962
C34 0.202 1.450 3.663
C35 0.283 -4.432 -0.791
C36 3.143 1.241 -0.076
H34 1.230 -6.215 -0.269
Ge1 0.000 0.110 -4.074
C37 -5.208 2.039 -0.240
C38 -0.583 -3.388 -0.584
C39 4.028 1.928 2.074
H35 -3.042 5.052 -4.182
C40 1.915 0.415 -3.887
C41 0.371 -2.188 3.435
C42 0.143 -4.482 2.450
H36 0.355 2.049 1.574
C43 -5.258 1.771 1.119
H37 4.324 0.955 -6.242
N2 0.305 -0.086 2.000
C44 0.689 -5.366 0.145
C45 -0.777 -2.272 -5.349
C46 4.139 0.361 -2.923
C47 3.364 -3.830 -1.633
H38 0.591 -4.605 -1.824
H39 4.875 -5.013 -0.659
C48 0.856 3.742 -1.046
C49 3.720 2.376 -0.649
H40 4.153 1.744 3.137
H41 0.142 -0.071 5.153
H42 -0.311 -1.754 -6.176
C50 -2.546 4.091 -4.105
H43 -2.623 -5.059 -4.750
C51 1.497 4.920 -0.697
C52 -1.625 2.120 -5.131
H44 -2.554 -4.127 -2.474
C53 3.305 1.031 1.299
H45 -6.124 2.232 -0.790
C54 -0.812 4.144 0.648
H46 4.782 0.222 -2.061
C55 -4.080 1.514 1.812
C56 2.701 -2.614 -1.663
C57 3.027 -1.601 -0.757
C58 -1.362 -2.415 -3.028
H47 2.888 0.148 1.757
H48 -0.007 -4.811 3.479


Record 3
C8H10Cl3KOSSi as an isolated structure. Source: the Open Molecules 2025 dataset; level of theory: ωB97M-V with the def2-TZVPD basis set.

The energy is -83115.0029 eV. The value obtained for the HOMO-LUMO gap is 7.00 eV.

Positions of all 25 atoms, in Å:
H1 0.404 1.882 0.376
C1 0.614 -0.232 0.694
H2 0.564 -2.370 0.891
C2 -3.580 -0.458 -0.102
H3 -1.870 -2.502 0.462
C3 -2.115 -0.383 0.214
H4 2.081 0.420 3.240
C4 -1.467 0.844 0.213
H5 3.620 -0.410 2.878
H6 2.102 -1.346 2.954
C5 2.549 -0.391 2.684
H7 -4.141 0.281 0.469
Cl1 2.313 3.370 -2.627
Cl2 -0.697 2.081 -2.944
K1 2.804 -1.032 -2.192
C6 -0.015 -1.474 0.709
Cl3 1.356 2.058 -5.517
H8 -2.017 1.745 -0.017
Si1 1.371 1.581 -3.408
H9 -3.743 -0.244 -1.160
S1 2.368 -0.073 0.917
C7 -1.371 -1.540 0.464
O1 2.957 -1.289 0.253
H10 -3.986 -1.445 0.113
C8 -0.101 0.925 0.434


Record 4
A 7-piece molecular cluster, C14H43N8O7 overall in a non-equilibrium geometry. Source: the Open Molecules 2025 dataset; level of theory: ωB97M-V with the def2-TZVPD basis set.

The energy is -41465.4639 eV. As for the charge: -1. The value obtained for the HOMO-LUMO gap is 4.18 eV.

Positions of all 72 atoms, in Å:
H1 -3.109 9.505 11.653
N1 -6.149 9.659 15.517
H2 -4.449 11.334 23.606
H3 2.089 11.878 14.381
O1 -3.361 12.980 18.517
H4 -2.739 6.079 20.922
H5 1.482 14.422 16.007
H6 -1.557 19.423 18.517
H7 -6.552 12.933 25.507
H8 -2.313 3.851 21.991
O2 2.177 14.158 14.039
H9 1.045 12.022 15.634
O3 -7.145 11.705 15.525
O4 -6.169 13.890 23.075
C1 -2.359 9.272 12.409
H10 -7.108 10.934 12.861
N2 -2.537 19.234 18.672
C2 4.421 12.416 15.468
N3 -6.029 12.378 24.845
H11 -3.843 6.953 12.048
H12 -1.961 16.449 19.827
C3 -5.749 12.827 23.600
H13 0.982 15.238 12.496
H14 -2.478 2.369 21.161
H15 -5.705 9.885 16.396
H16 1.217 16.041 13.894
H17 -4.682 12.130 22.065
H18 -6.845 9.326 13.489
C4 2.395 14.199 15.456
H19 4.779 11.399 15.624
N4 -1.915 17.441 19.643
C5 1.035 15.019 13.562
H20 -5.761 8.906 14.967
H21 -1.235 12.649 18.174
C6 -2.206 7.763 12.538
C7 -2.976 18.165 19.448
H22 -1.781 6.040 18.656
N5 1.998 11.799 15.384
H23 -0.874 3.182 21.253
O5 -3.495 7.296 12.875
H24 5.073 13.113 15.995
H25 -2.787 9.634 13.344
H26 -2.247 11.360 17.852
H27 0.125 14.504 13.870
H28 3.121 14.937 15.797
H29 -1.799 7.350 11.615
C8 -1.946 3.320 21.112
H30 -4.276 4.150 20.411
C9 -2.249 12.449 17.827
H31 -2.120 7.547 19.013
N6 -5.004 11.920 22.999
H32 -1.350 9.675 12.322
C10 -3.542 4.549 19.711
H33 -5.924 11.375 24.908
C11 -4.532 6.831 20.149
H34 -4.340 7.860 20.454
N7 -2.559 6.651 18.860
H35 2.681 12.753 16.955
C12 2.936 12.806 15.897
H36 4.608 12.772 14.455
H37 -1.113 18.042 19.517
C13 -3.289 6.005 19.984
O6 -4.137 17.732 19.706
C14 -6.769 10.704 14.902
H38 -1.414 7.579 13.263
H39 -2.330 12.735 16.779
N8 -7.066 10.299 13.646
H40 -3.152 20.033 18.728
O7 -2.316 3.854 19.769
H41 -5.182 6.309 20.852
H42 -4.075 4.387 18.774
H43 -5.059 6.882 19.196